Entry 1:
ORCA calculation (ωB97M-V/def2-TZVPD) on a structure of composition C24H20BN9O4RuSe.

Positions of all 60 atoms, in Å:
Ru1 -0.03918 -0.31069 -0.17499
C1 3.11963 -2.57389 1.48567
C2 3.31261 -2.10638 2.77815
C3 2.59204 -1.01983 3.20410
C4 1.66937 -0.40845 2.35778
N1 1.51250 -0.84520 1.10010
C5 2.21129 -1.92174 0.69171
N2 0.99123 0.67960 2.91837
C6 0.07765 1.33918 2.32830
N3 -0.32717 1.30292 1.00471
C7 -1.40456 2.10569 0.84463
N4 -2.19025 2.27892 -0.16760
C8 -2.00737 1.69389 -1.40212
C9 -2.95549 2.04073 -2.38005
C10 -2.78718 1.64010 -3.67854
C11 -1.65445 0.89967 -4.01554
C12 -0.78970 0.55123 -3.01142
N5 -0.96284 0.90412 -1.71972
C13 -1.66374 2.82618 2.12706
C14 -2.62625 3.74900 2.47355
C15 -2.65424 4.17153 3.80071
C16 -1.74037 3.67733 4.72994
C17 -0.76607 2.75418 4.35853
C18 -0.75264 2.35068 3.04142
H1 3.64146 -3.43955 1.10362
H2 4.00207 -2.60391 3.44817
H3 2.66763 -0.63113 4.20837
H4 2.02351 -2.25520 -0.31715
H5 -3.79642 2.63632 -2.05517
H6 -3.51110 1.91685 -4.43528
H7 -1.45584 0.58186 -5.02914
H8 0.08738 -0.03193 -3.22932
H9 -3.32969 4.11500 1.73706
H10 -3.40615 4.88116 4.12317
H11 -1.80249 4.00701 5.75951
H12 -0.05123 2.34973 5.06360
B1 1.78987 -2.00692 -2.92528
N6 2.23859 -0.61200 -2.34695
C19 3.37989 -0.01421 -2.71421
C20 3.57717 1.10976 -1.93388
C21 2.47366 1.12565 -1.08589
N7 1.67787 0.09039 -1.34443
N8 0.30585 -2.29280 -2.59853
C22 -0.47774 -3.10614 -3.32150
C23 -1.64505 -3.33591 -2.62303
C24 -1.49559 -2.60579 -1.44195
N9 -0.31423 -1.98757 -1.43951
H13 2.50417 -2.86718 -2.44312
H14 1.89119 -1.95361 -4.13377
H15 3.98272 -0.44489 -3.49681
H16 4.39331 1.80945 -1.97746
H17 2.20453 1.82224 -0.30731
H18 -0.13714 -3.47742 -4.27450
H19 -2.48232 -3.94613 -2.91382
H20 -2.14032 -2.53465 -0.58345
O1 -1.77055 -3.78727 1.31755
Se1 -1.40374 -2.49938 2.24043
O2 0.01893 -2.63265 3.02235
O3 -1.18149 -1.20880 1.09700
O4 -2.62353 -1.94913 3.15588

Forces on the atoms, in the same order (eV/Å):
1.71 -0.08 -1.11
0.03 0.00 -0.07
0.00 0.02 0.11
0.17 -0.07 0.15
-0.05 0.71 -0.05
-0.50 -0.90 0.34
0.07 0.05 0.12
0.18 -0.76 0.07
-0.13 0.47 -0.26
0.18 0.12 0.36
-0.08 0.16 0.33
-0.16 -0.14 -0.39
0.19 0.39 0.35
-0.08 0.08 -0.06
-0.06 0.06 0.00
0.05 0.03 -0.03
-0.03 0.10 0.09
-0.87 -0.60 0.14
-0.05 -0.11 -0.43
-0.08 0.11 0.07
0.01 -0.03 -0.09
0.06 -0.05 0.00
0.01 0.08 0.10
0.33 -0.31 -0.06
-0.02 0.01 -0.01
0.00 0.01 0.01
0.01 0.00 -0.01
-0.05 -0.06 0.04
0.02 0.02 -0.03
-0.02 -0.03 0.02
0.00 0.00 0.02
-0.01 -0.07 0.01
-0.03 -0.04 0.03
0.01 0.01 -0.01
0.02 0.01 0.00
-0.05 0.00 0.01
-0.02 -0.07 0.10
-0.03 0.03 -0.06
0.00 -0.04 0.00
-0.01 0.00 0.00
0.04 0.16 -0.05
0.00 0.61 0.02
0.19 0.04 -0.07
-0.05 0.00 -0.02
0.00 0.05 0.03
0.03 -0.15 -0.10
-0.10 -0.17 0.11
-0.03 0.08 -0.02
0.07 -0.03 0.08
-0.04 0.01 -0.01
-0.01 -0.01 0.01
-0.02 -0.02 -0.02
0.02 0.02 0.02
0.03 0.00 0.01
-0.02 0.03 -0.02
0.06 0.19 0.25
-0.02 0.06 0.10
-0.27 0.01 -0.20
-0.92 0.15 0.27
0.30 -0.19 -0.20

Values from the calculation:
spin multiplicity: 2
<S²>: 0.754
Kohn-Sham gap (alpha / beta): 7.036 / 6.822 eV
total charge: -1

---

Entry 2:
ORCA calculation (ωB97M-V/def2-TZVPD) on a cluster of 2 separate species, C6H6ClNO in total.

Positions of all 15 atoms, in Å:
C1 -1.57802 0.05716 -1.60955
C2 -4.27628 -1.47582 0.35011
C3 0.28827 1.33250 -0.53518
C4 -0.79264 1.08910 0.50402
C5 -0.50237 0.03554 -0.58064
C6 0.04962 -1.26590 -0.21135
N1 -2.28232 0.00856 -2.50658
O1 -5.34768 -1.20500 0.11841
Cl1 -2.28059 2.06876 0.42414
H1 0.13893 2.18236 -1.14694
H2 1.30965 1.05471 -0.13192
H3 -0.56482 0.73890 1.48124
H4 -0.65678 -2.16128 -0.09898
H5 0.30609 -1.06073 0.79167
H6 0.68546 -1.62625 -1.08110

Forces on the atoms, in the same order (eV/Å):
1.80 -0.45 0.76
-0.59 0.19 -0.15
1.30 -2.01 2.81
-0.07 -0.18 -1.25
-3.99 2.49 -1.82
-0.81 -2.53 -1.68
-0.80 0.01 -0.57
0.64 -0.16 0.13
0.76 -0.48 0.14
0.04 0.28 -0.91
-1.02 1.08 -0.69
0.18 0.23 0.73
0.16 1.72 -0.31
2.06 -0.66 0.99
0.35 0.49 1.83

Values from the calculation:
Kohn-Sham gap: 11.142 eV
total charge: 0

---

Entry 3:
ORCA calculation (ωB97M-V/def2-TZVPD) on a cluster of 2 separate species, C2H3ClO2S in total.

Positions of all 9 atoms, in Å:
C1 -1.85278 0.59429 0.04716
C2 0.46202 -0.45081 0.01340
O1 -4.43320 0.24165 -0.05602
O2 -1.51279 1.86151 0.01523
S1 -3.10732 -0.43764 0.01759
Cl1 1.26368 1.00460 -0.03617
H1 -0.15299 -0.80505 -0.83544
H2 0.80209 -1.22365 0.64776
H3 -0.58000 1.82783 -0.23260

Forces on the atoms, in the same order (eV/Å):
1.19 -0.64 0.33
-3.08 -0.69 -1.49
0.35 -0.42 -0.09
-1.51 -1.03 0.11
-0.08 1.23 0.20
0.80 0.57 -0.21
1.21 0.54 0.17
0.26 -0.25 1.05
0.87 0.69 -0.07

Values from the calculation:
Kohn-Sham gap (alpha / beta): 7.755 / 8.054 eV
total charge: 0

---

Entry 4:
ORCA calculation (ωB97M-V/def2-TZVPD) on the ion C7H16N2P with charge +1.

Positions of all 26 atoms, in Å:
H1 -3.60771 2.86579 0.64581
P1 -2.94384 2.62771 -0.72722
N1 -1.68975 2.08985 0.02234
C1 -0.51615 1.51703 -0.52704
C2 -0.66361 0.38646 -1.64675
C3 -0.97835 -1.09303 -1.06198
C4 -0.32777 -1.82352 0.17813
C5 1.17521 -1.86775 0.35756
C6 1.69074 -0.69331 1.24475
C7 1.61075 0.67950 0.60869
N2 0.22657 1.06470 0.68881
H2 0.14139 2.29341 -0.94494
H3 0.36327 0.42190 -2.04215
H4 -1.33826 0.41787 -2.42349
H5 -0.93246 -1.64534 -1.97772
H6 -2.08067 -1.03246 -0.92175
H7 -0.73398 -2.74661 0.44834
H8 -0.70724 -1.28461 1.07752
H9 1.45720 -2.81393 0.73767
H10 1.58788 -1.76575 -0.63198
H11 1.29731 -0.79125 2.22748
H12 2.75926 -0.85447 1.41955
H13 2.18957 1.43974 1.16129
H14 2.07984 0.60487 -0.38609
H15 -0.19610 0.19590 1.10387
H16 0.13693 1.80730 1.36929

Forces on the atoms, in the same order (eV/Å):
0.17 0.11 -2.00
-1.18 0.35 2.08
0.51 -0.54 0.04
-1.01 0.40 -1.80
3.80 -1.64 4.64
-1.07 0.82 -0.04
-0.58 3.03 0.56
-0.27 1.98 -0.57
2.44 -1.43 -1.11
2.31 -0.55 0.50
-1.27 -1.09 -0.11
-0.19 0.01 0.03
-0.39 -0.46 -0.44
-1.65 1.32 -1.45
0.46 -0.96 -0.34
0.59 -0.28 0.45
-0.97 -1.77 -0.76
-0.18 -0.15 -0.21
0.50 -0.79 0.58
0.67 -0.11 -0.41
-0.83 0.39 0.94
0.03 -0.16 -0.09
-0.07 -0.48 -0.20
-0.84 0.32 0.07
-0.53 1.40 -0.54
-0.45 0.27 0.17

Values from the calculation:
Kohn-Sham gap: 8.788 eV
total charge: +1

---

Entry 5:
ORCA calculation (ωB97M-V/def2-TZVPD) on a cluster of 9 separate species, C10H38O9 in total.

Positions of all 57 atoms, in Å:
C1 1.04222 -1.85203 3.35725
C2 -0.31605 -2.42165 3.03080
O1 -0.23882 -3.56769 2.20690
H1 1.61180 -1.68440 2.43651
H2 1.64896 -2.54299 3.94713
H3 0.99407 -0.89378 3.87893
H4 -0.93040 -1.63804 2.56133
H5 -0.83526 -2.73877 3.93611
H6 0.27259 -3.33506 1.41555
C3 4.03262 0.27823 -2.99758
C4 2.66751 -0.36410 -2.81274
O2 2.75082 -1.58483 -2.07252
H7 4.57669 0.22154 -2.05393
H8 3.93620 1.32877 -3.27739
H9 4.61638 -0.21393 -3.77695
H10 2.18844 -0.54450 -3.77951
H11 2.03599 0.30218 -2.22694
H12 3.31333 -2.19297 -2.56265
C5 -1.53722 -1.33532 -3.14591
C6 -2.22830 -2.52808 -2.51103
O3 -1.72293 -2.68200 -1.17910
H13 -1.71763 -0.44206 -2.54423
H14 -1.93939 -1.16998 -4.14529
H15 -0.45540 -1.46859 -3.21223
H16 -2.06396 -3.42716 -3.10924
H17 -3.29872 -2.30378 -2.46110
H18 -2.27690 -3.31776 -0.71530
C7 1.71325 6.17147 1.04267
O4 2.79088 5.32496 0.62419
H19 0.83797 5.58488 1.33866
H20 2.05709 6.69746 1.92983
H21 1.42448 6.87966 0.26420
H22 2.44934 4.67606 0.00110
C8 -3.92233 -1.65913 0.98615
O5 -4.69457 -1.03915 1.99982
H23 -3.10049 -2.26162 1.38147
H24 -4.54289 -2.29328 0.33781
H25 -3.49556 -0.88675 0.34360
H26 -4.61899 -1.53918 2.81551
C9 -2.65922 1.57621 2.48464
O6 -1.86994 2.71241 2.15657
H27 -3.44753 1.87554 3.17430
H28 -3.14717 1.16157 1.59897
H29 -2.06075 0.80757 2.98961
H30 -1.26883 2.44991 1.44559
C10 0.16016 0.36626 0.27313
O7 0.25405 1.77439 0.48389
H31 0.98238 -0.18189 0.73821
H32 -0.76799 -0.00784 0.70442
H33 0.13581 0.12503 -0.79598
H34 0.98358 2.10847 -0.05163
O8 2.19388 3.03695 -1.26992
H35 1.79276 3.49210 -2.01831
H36 3.14433 3.07042 -1.42590
O9 0.91859 -2.82823 -0.25144
H37 1.56351 -2.34032 -0.78182
H38 0.06757 -2.73515 -0.70621

Forces on the atoms, in the same order (eV/Å):
0.70 0.05 -0.10
-0.19 0.06 -0.05
-0.12 -0.05 0.02
-0.15 0.04 -0.01
-0.18 -0.02 0.09
-0.15 -0.06 0.05
-0.01 -0.06 -0.01
-0.01 0.05 0.05
0.09 0.01 -0.03
-0.03 -0.03 0.06
0.17 0.09 0.04
0.02 0.16 -0.19
0.06 0.05 -0.03
-0.04 -0.02 -0.06
0.03 -0.06 0.06
-0.08 0.05 0.03
-0.09 -0.11 0.02
-0.02 -0.09 0.07
0.01 0.01 0.19
0.06 0.56 0.06
-0.16 -0.06 -0.30
-0.05 -0.02 -0.05
0.06 0.02 -0.03
-0.03 -0.14 -0.03
-0.03 -0.09 0.10
-0.01 -0.22 -0.06
0.12 -0.06 0.10
0.18 -0.57 0.11
-0.19 0.31 0.02
0.01 0.01 -0.08
0.03 0.16 -0.09
0.04 0.09 0.01
-0.12 -0.05 0.09
0.02 -0.09 -0.26
0.03 0.03 -0.03
0.00 0.06 0.06
-0.03 -0.02 0.17
0.03 0.05 0.13
0.01 -0.06 -0.05
0.13 0.22 -0.05
-0.31 -0.15 0.05
0.05 0.14 -0.02
0.03 -0.14 0.06
-0.04 -0.08 -0.13
0.20 0.11 0.14
0.06 -0.03 -0.17
-0.15 -0.39 -0.07
0.03 0.09 -0.02
-0.03 0.18 0.07
0.02 -0.01 0.06
0.01 0.10 0.08
0.04 0.11 -0.09
-0.02 -0.03 -0.03
0.02 -0.06 0.03
0.03 0.00 0.06
0.04 -0.03 -0.03
-0.07 -0.02 -0.03

Values from the calculation:
Kohn-Sham gap: 9.374 eV
total charge: 0

---

Relative energy (zero: lowest compared OMol25 entry of this formula, charge and spin) for the records above, in order: 20.9; 43.7; 111.4; 52.6; 23.3 kcal per mole